No. 1
# C4H11NO2

2 unconnected molecules or ions with the total composition C4H11NO2 (wB97M-V/def2-TZVPD, the Open Molecules 2025 dataset).

```
18
Properties=species:S:1:pos:R:3:mulliken_charge:R:1
O -0.01 -0.75 -2.97 -0.49
C 1.06 -0.98 -2.48 0.13
O 1.62 -0.28 -1.50 -0.41
H 1.66 -1.87 -2.69 0.35
C -1.16 -0.90 0.81 -1.27
C -0.61 0.51 0.93 0.54
C 0.74 0.56 1.62 -1.44
N -0.50 1.10 -0.43 -0.64
H -2.16 -0.85 0.37 0.37
H -0.51 -1.49 0.17 0.23
H -1.26 -1.34 1.80 0.40
H -1.31 1.14 1.49 0.32
H 1.45 -0.08 1.09 0.30
H 0.68 0.16 2.63 0.39
H 1.14 1.56 1.68 0.35
H -1.37 0.92 -0.92 0.21
H -0.45 2.12 -0.37 0.24
H 0.99 0.45 -1.26 0.40
```

## Properties
Charge = 0
Spin multiplicity = 1
HOMO = -9.870 eV
ΔE to the lowest compared entry with this formula, charge and spin = 5.9 kcal/mol
SMILES = CC(C)N.O=CO
Orbital gap = 10.8 eV
Lowest unoccupied orbital energy = 0.9220 eV

No. 2
# C4H11NO2

3 unconnected molecules or ions with the total composition C4H11NO2 at a distorted geometry (wB97M-V/def2-TZVPD, the Open Molecules 2025 dataset).

```
18
Properties=species:S:1:pos:R:3:mulliken_charge:R:1
C -1.59 1.68 -0.87 -1.15
C -1.38 0.88 0.37 0.69
C -1.81 1.27 1.58 -0.88
C -0.19 -0.95 1.18 -0.49
N -0.79 -0.41 0.18 -0.31
H -2.60 2.08 -0.99 0.35
H -0.97 2.58 -0.85 0.28
H -1.23 1.18 -1.77 0.24
H -1.39 0.94 2.51 0.31
H -2.46 2.14 1.67 0.27
H -0.15 -2.02 1.33 0.29
H 0.60 -0.29 1.56 0.39
H 0.89 -0.48 -2.83 0.31
H 1.53 0.40 -1.64 0.31
O 1.66 -0.35 -2.25 -0.63
H 2.23 -2.42 0.07 0.32
H 2.97 -1.01 0.07 0.30
O 2.82 -1.83 0.55 -0.63
```

## Properties
Charge = 0
Spin multiplicity = 1
HOMO = -8.480 eV
ΔE to the lowest compared entry with this formula, charge and spin = 76.9 kcal/mol
SMILES = C=NC(=C)C.O.O
Orbital gap = 8.7 eV
Lowest unoccupied orbital energy = 0.2210 eV

No. 3
# C4H11NO2

2 unconnected molecules or ions with the total composition C4H11NO2 at a distorted geometry (wB97M-V/def2-TZVPD, the Open Molecules 2025 dataset).

```
18
Properties=species:S:1:pos:R:3:mulliken_charge:R:1
C 1.40 1.31 -0.14 -0.64
C 2.83 0.85 -0.65 0.56
O 3.58 1.70 -1.12 -0.58
N 3.12 -0.51 -0.38 -0.35
H 1.08 2.35 -0.41 0.35
H 1.45 1.49 0.95 0.30
H 3.92 -0.75 -0.78 0.21
H 2.44 -1.17 0.04 0.21
H 0.74 0.32 -0.10 -0.12
C -2.50 -0.05 -0.13 -0.20
C -1.71 -0.74 1.00 -0.69
O -3.52 -1.09 -0.60 -0.51
H -3.07 0.73 0.54 0.20
H -1.97 0.36 -1.01 0.30
H -1.98 -1.87 1.06 0.29
H -3.14 -1.58 -1.24 0.25
H -2.11 -0.41 1.99 0.26
H -0.57 -0.94 0.97 0.14
```

## Properties
Charge = 0
Spin multiplicity = 1
HOMO = -9.936 eV
ΔE to the lowest compared entry with this formula, charge and spin = 65.6 kcal/mol
SMILES = CC(N)=O.CCO
Orbital gap = 10.5 eV
Lowest unoccupied orbital energy = 0.5404 eV

No. 4
# C4H11NO2

2 unconnected molecules or ions with the total composition C4H11NO2 at a distorted geometry (wB97M-V/def2-TZVPD, the Open Molecules 2025 dataset).

```
18
Properties=species:S:1:pos:R:3:mulliken_charge:R:1
O 2.26 0.23 0.07 -0.61
C 1.24 0.33 0.69 0.93
N 1.26 0.49 2.04 -0.19
C 0.00 0.00 0.00 -1.21
C 0.03 0.50 2.83 -0.90
C 2.54 0.64 2.75 -0.81
H -0.36 -1.03 0.18 0.26
H 0.15 0.13 -1.08 0.33
H -0.77 0.71 0.34 0.33
H -0.65 1.33 2.59 0.28
H 0.27 0.54 3.91 0.30
H -0.49 -0.45 2.63 0.31
H 2.82 1.70 2.59 0.24
H 3.28 0.00 2.25 0.32
H 2.57 0.43 3.83 0.34
O 2.13 2.81 1.51 -0.65
H 2.29 2.81 2.48 0.37
H 1.32 2.27 1.39 0.36
```

## Properties
Charge = 0
Spin multiplicity = 1
HOMO = -9.365 eV
ΔE to the lowest compared entry with this formula, charge and spin = 56.4 kcal/mol
SMILES = CC(=O)N(C)C.O
Orbital gap = 10.0 eV
Lowest unoccupied orbital energy = 0.6120 eV

No. 5
# C4H11NO2

C4H11NO2 in the gas phase at a distorted geometry (wB97M-V/def2-TZVPD, the Open Molecules 2025 dataset).

```
18
Properties=species:S:1:pos:R:3:mulliken_charge:R:1
C -0.09 0.10 -0.42 -0.76
C -1.47 -0.35 0.03 0.53
C -2.58 0.04 -0.93 -1.41
O -1.67 0.17 1.34 -0.55
N 0.91 -0.35 0.53 -0.25
C 2.23 -0.47 0.07 -0.44
O 2.70 0.79 -0.47 -0.54
H 0.16 -0.31 -1.40 0.36
H -0.08 1.20 -0.49 0.24
H -1.40 -1.44 0.10 0.19
H -2.64 -0.73 -1.71 0.35
H -3.53 0.02 -0.40 0.46
H -2.38 0.95 -1.47 0.35
H -2.48 0.68 1.37 0.29
H 0.80 0.09 1.44 0.22
H 2.24 -1.18 -0.77 0.33
H 2.85 -0.78 0.91 0.33
H 3.55 0.64 -0.91 0.30
```

## Properties
Charge = 0
Spin multiplicity = 1
HOMO = -8.894 eV
ΔE to the lowest compared entry with this formula, charge and spin = 29.8 kcal/mol
SMILES = C[C@H](O)CNCO
Orbital gap = 9.9 eV
Lowest unoccupied orbital energy = 0.9893 eV

No. 6
# C4H11NO2

2 unconnected molecules or ions with the total composition C4H11NO2 at a distorted geometry (wB97M-V/def2-TZVPD, the Open Molecules 2025 dataset).

```
18
Properties=species:S:1:pos:R:3:mulliken_charge:R:1
C 0.98 -0.76 -1.45 -0.10
N -0.36 -0.41 -1.52 -0.16
C -0.54 1.55 -0.10 -1.18
C -1.11 0.12 -0.38 0.24
C -1.10 -0.74 0.88 -1.03
O 1.66 -0.73 -0.44 -0.54
H 1.56 -1.07 -2.39 0.38
H -1.01 -0.67 -2.24 0.26
H 0.57 1.48 -0.15 0.27
H -0.81 1.84 0.91 0.33
H -0.84 2.19 -0.94 0.34
H -2.18 0.31 -0.60 0.39
H -1.55 -1.70 0.70 0.35
H -0.01 -0.72 1.05 -0.02
H -1.78 -0.48 1.68 0.42
H 1.77 -0.66 2.08 0.30
H 2.43 0.34 0.99 0.35
O 2.31 0.10 1.91 -0.61
```

## Properties
Charge = 0
Spin multiplicity = 1
HOMO = -10.087 eV
ΔE to the lowest compared entry with this formula, charge and spin = 33.3 kcal/mol
SMILES = CC(C)NC=O.O
Orbital gap = 10.8 eV
Lowest unoccupied orbital energy = 0.6925 eV

No. 7
# C4H11NO2

2 unconnected molecules or ions with the total composition C4H11NO2 at a distorted geometry (wB97M-V/def2-TZVPD, the Open Molecules 2025 dataset).

```
18
Properties=species:S:1:pos:R:3:mulliken_charge:R:1
C 0.22 1.19 1.09 -0.51
C -1.06 2.20 1.00 -0.95
C 0.19 -0.36 0.89 0.58
N -0.45 -0.77 -0.29 -0.17
C -0.44 -2.20 -0.50 -1.03
O 0.75 -1.12 1.69 -0.64
H 0.90 1.60 0.31 0.18
H 0.61 1.24 2.12 0.31
H -0.61 3.12 1.39 0.31
H -1.87 1.89 1.66 0.31
H -1.37 2.40 -0.02 0.30
H -0.57 -0.12 -1.12 0.31
H 0.06 -2.49 -1.41 0.31
H 0.18 -2.75 0.17 0.37
H -1.48 -2.40 -0.61 0.33
H 1.03 0.99 -3.70 0.30
H 1.48 0.41 -2.33 0.33
O 0.66 0.68 -2.84 -0.64
```

## Properties
Charge = 0
Spin multiplicity = 1
HOMO = -9.377 eV
ΔE to the lowest compared entry with this formula, charge and spin = 28.0 kcal/mol
SMILES = CCC(=O)NC.O
Orbital gap = 9.8 eV
Lowest unoccupied orbital energy = 0.4112 eV

No. 8
# C4H11NO2

C4H11NO2 in the gas phase at a distorted geometry (wB97M-V/def2-TZVPD, the Open Molecules 2025 dataset).

```
18
Properties=species:S:1:pos:R:3:mulliken_charge:R:1
C 0.19 -0.55 1.23 -0.53
O 1.34 -1.28 1.69 -0.51
C 0.37 -0.34 -0.26 -0.01
C -0.54 0.75 -0.83 0.13
C 0.16 2.08 -1.01 -1.34
O -1.68 0.83 0.04 -0.54
N 0.12 -1.59 -0.99 -0.75
H 0.06 0.36 1.81 0.36
H -0.71 -1.16 1.38 0.25
H 1.32 -1.28 2.65 0.31
H 1.42 -0.09 -0.44 0.42
H -0.90 0.32 -1.77 0.28
H -0.54 2.80 -1.42 0.39
H 1.05 1.94 -1.61 0.36
H 0.45 2.47 -0.03 0.32
H -2.22 1.62 -0.10 0.31
H 0.85 -2.26 -0.79 0.29
H -0.80 -1.92 -0.69 0.26
```

## Properties
Charge = 0
Spin multiplicity = 1
HOMO = -9.202 eV
ΔE to the lowest compared entry with this formula, charge and spin = 29.3 kcal/mol
SMILES = C[C@H](O)[C@H](N)CO
Orbital gap = 10.0 eV
Lowest unoccupied orbital energy = 0.8337 eV